DFT (wB97M-V/def2-TZVPD) results for a structure of composition C5H9NO.

```
16
Properties=species:S:1:pos:R:3
C 1.31 -1.20 0.03
C 0.68 0.18 0.04
O 1.70 1.15 0.20
C -0.26 0.57 -1.11
N -1.48 0.90 -0.30
C -1.61 -0.26 0.62
C -0.38 0.37 1.14
H 0.58 -1.98 -0.22
H 1.72 -1.42 1.03
H 2.13 -1.24 -0.69
H 1.47 1.64 1.00
H -0.52 -0.22 -1.82
H 0.09 1.45 -1.65
H -1.57 -1.19 0.06
H -2.52 -0.19 1.23
H -1.25 1.71 0.31
```

HOMO-LUMO gap ... 9.427 eV
HOMO level ... -8.6 eV
Relative energy (zero: lowest compared OMol25 entry of this formula, charge and spin) ... 461.9 kJ/mol